Entry from the Open Molecules 2025 dataset: a structure of composition C34H41Cl3NOP3Pt at a distorted geometry (ωB97M-V/def2-TZVPD).

As for the spin multiplicity: 5. The charge is +2. The total energy comes out at -108122.924 eV.

XYZ file:
```
84
Properties=species:S:1:pos:R:3:forces:R:3:mulliken_charge:R:1
P 1.18205 1.01714 -1.55266 1.566 0.538 -1.521 2.520
C 2.92965 1.30764 -1.94996 -0.166 -0.135 -0.003 0.502
C 3.48745 0.76734 -3.10836 -0.073 -0.078 0.072 -0.076
H 2.90805 0.10864 -3.73926 -0.023 -0.024 -0.061 0.383
C 4.79795 1.06084 -3.45066 0.057 0.015 -0.009 -0.851
H 5.22515 0.63194 -4.34636 0.002 -0.004 -0.016 0.451
C 5.55805 1.89754 -2.64666 -0.069 -0.031 -0.040 -0.548
H 6.58095 2.12364 -2.91446 0.009 0.001 0.000 0.426
C 5.00205 2.44754 -1.50046 -0.035 0.011 0.073 -0.935
H 5.58885 3.10164 -0.87116 0.010 0.021 0.007 0.436
C 3.69215 2.16104 -1.15196 -0.010 -0.048 0.034 -0.754
H 3.27915 2.60614 -0.25856 -0.072 0.064 0.098 0.475
C 0.64385 -0.36476 -2.59716 -0.020 0.011 0.274 0.089
C 1.18925 -1.62376 -2.34176 -0.047 -0.054 -0.071 -0.565
H 1.94645 -1.73986 -1.57976 0.089 0.014 0.055 0.593
C 0.76805 -2.72316 -3.07106 0.105 -0.007 0.064 -0.787
H 1.19775 -3.69516 -2.87206 0.027 -0.031 -0.016 0.483
C -0.19225 -2.57316 -4.06356 -0.032 0.105 -0.013 -0.704
H -0.51235 -3.43066 -4.63986 -0.008 -0.004 -0.012 0.465
C -0.72905 -1.32016 -4.32456 -0.020 -0.052 -0.106 -0.754
H -1.46685 -1.19846 -5.10596 -0.009 0.004 -0.004 0.461
C -0.31645 -0.21566 -3.59376 0.072 -0.025 0.122 -0.372
H -0.75215 0.75224 -3.78396 -0.062 0.165 -0.088 0.428
C 0.33695 2.52794 -2.09816 -0.035 -0.189 0.562 0.570
C 0.76485 3.20964 -3.23576 0.030 -0.070 -0.212 -0.709
H 1.57145 2.81834 -3.84056 0.066 -0.013 -0.020 0.508
C 0.15625 4.40174 -3.59316 0.019 -0.083 -0.013 -0.755
H 0.48575 4.92724 -4.47856 0.021 -0.005 -0.009 0.433
C -0.86465 4.92734 -2.81126 -0.004 -0.074 0.086 -0.651
H -1.33055 5.86244 -3.08976 -0.002 0.016 -0.001 0.435
C -1.27345 4.26114 -1.66486 -0.049 0.020 -0.033 -0.827
H -2.05415 4.67784 -1.04336 -0.008 0.011 0.008 0.442
C -0.67325 3.06334 -1.30776 -0.019 0.233 0.093 0.321
H -0.96745 2.54884 -0.40526 -0.086 0.111 0.104 0.017
Pt 0.22435 -0.41936 2.87574 2.349 -0.909 0.714 2.181
C -1.51405 -1.25336 2.38264 -0.824 -0.435 -1.065 -2.925
C -1.93755 -1.24956 1.08914 0.894 0.643 0.954 1.127
H -2.11335 -1.73086 3.15414 0.067 0.050 0.000 0.604
C -0.99405 -0.63006 0.10824 0.407 0.331 -0.799 1.324
O -1.63175 0.30004 -0.79106 -0.602 -0.274 0.946 -0.766
H -0.93225 0.67514 -1.34166 -0.859 -0.177 -0.096 -0.468
C 0.17075 -0.01766 0.87704 0.191 0.828 -3.170 -2.110
H -0.59065 -1.38916 -0.56786 0.195 -0.498 0.265 0.300
C 1.09665 0.69374 0.17314 -0.872 -0.863 1.120 0.123
Cl -0.14505 -1.18766 5.17874 -0.495 -0.076 0.493 -0.256
Cl 2.39975 0.72454 3.11034 -1.015 -0.525 -0.058 -0.396
P 1.45755 -2.42486 2.58124 0.787 -1.201 0.282 0.829
C 2.32195 -2.97286 4.08824 -0.178 0.068 -0.214 -1.406
H 1.59195 -3.37666 4.78214 -0.013 -0.061 0.099 0.388
H 2.79285 -2.11206 4.55224 0.122 0.096 0.057 0.361
H 3.07065 -3.72666 3.85354 0.017 -0.049 -0.040 0.509
C 0.44495 -3.87236 2.10834 0.148 0.311 0.067 -1.179
H -0.02455 -3.68386 1.14564 -0.057 -0.007 -0.145 0.133
H -0.33345 -3.99806 2.85604 -0.097 -0.095 0.105 0.313
H 1.03945 -4.78146 2.04824 0.075 -0.032 0.002 0.517
C 2.77725 -2.38356 1.31944 -0.328 0.301 0.074 -1.126
H 3.26625 -1.41406 1.36234 0.127 0.072 0.020 0.375
H 2.33885 -2.50406 0.33314 -0.048 -0.043 -0.098 0.077
H 3.51105 -3.16946 1.48524 -0.057 -0.077 0.062 0.607
P -3.40675 -1.99706 0.51014 -1.570 -0.696 -0.419 1.665
C -4.11685 -3.08076 1.77094 0.321 0.240 -0.136 -1.401
C -3.08465 -2.98586 -0.97596 0.250 0.266 0.396 -1.234
H -4.38255 -2.50486 2.65254 -0.056 0.096 0.099 0.460
H -3.39825 -3.84396 2.05374 0.083 -0.121 0.017 0.416
H -5.01335 -3.55596 1.38104 -0.055 0.000 -0.098 0.448
H -2.75005 -2.33176 -1.77656 0.051 0.129 -0.102 0.266
H -3.98545 -3.50486 -1.29346 -0.129 0.015 0.077 0.494
H -2.30415 -3.71216 -0.76806 0.078 -0.137 0.021 0.416
C -4.70885 -0.81966 0.04184 0.540 -0.036 0.195 -1.358
H -4.88535 -0.13326 0.86554 -0.043 0.076 0.093 0.437
H -5.63445 -1.33916 -0.19686 0.029 -0.162 0.009 0.495
H -4.37345 -0.25616 -0.82326 0.057 0.112 -0.097 0.344
H 1.97495 1.03194 0.70174 0.104 0.341 0.021 0.113
Cl -3.64735 3.72144 1.82224 1.405 -0.769 1.030 -0.086
C -2.36585 3.08164 2.83424 -1.041 -0.663 -1.881 0.178
C -1.95175 3.77784 3.96974 0.341 2.154 2.332 -0.527
C -0.93165 3.25714 4.76114 -0.330 -0.253 -0.629 -0.687
C -0.33935 2.04544 4.40274 0.133 2.448 2.451 -0.208
N -0.74755 1.36614 3.29184 -2.223 -0.067 -2.581 -0.005
C -1.74935 1.86924 2.50884 0.777 -0.066 0.834 -0.289
H -2.41675 4.71754 4.23884 -0.014 -0.120 -0.107 0.467
H -0.59955 3.78584 5.64534 0.002 -0.059 -0.067 0.451
H 0.45315 1.64404 5.01874 -0.033 -0.208 -0.268 0.441
H -2.08165 1.34684 1.63094 0.162 -0.312 -0.171 0.423
```
Positions in Å, forces in eV/Å.